DFT (the ωB97M-V functional and the def2-TZVPD basis) results for a 8-piece molecular cluster, C53H50O18S overall.

CARTESIAN COORDINATES (ANGSTROEM)
O (-6.638804, -7.873929, 1.619284)
C (-5.192405, 2.302483, -0.828898)
O (5.280355, -1.311244, -3.925917)
C (-5.987979, 2.027425, 4.952482)
O (-5.857796, -3.180672, 3.941525)
C (1.207909, 1.619307, 2.686026)
C (3.392561, -5.103749, -3.316016)
C (-0.978235, 2.442106, 0.262540)
C (1.599494, -5.160551, -1.074987)
C (-8.707894, 2.785225, 4.437831)
O (1.856060, 0.919115, -1.469383)
H (2.151645, 1.738942, 3.222368)
C (-6.193893, 4.988869, -0.886997)
C (0.473509, 2.918289, 0.512758)
C (2.652835, -1.293738, 4.520613)
H (-4.028652, -1.851784, 2.763071)
H (-5.470658, 3.842221, 3.845835)
O (-2.531400, -0.115663, -0.737078)
C (-6.201294, -5.493200, 4.211937)
C (2.538742, 1.079445, -2.463959)
H (-6.625632, 5.980516, -0.838605)
H (4.188329, -3.281109, -2.384490)
S (-2.419615, -1.219088, 0.451531)
O (4.857163, 1.600201, -5.774942)
O (-1.917544, -0.597978, 1.668302)
H (7.383729, 5.715066, -1.974148)
H (6.043407, -3.724611, -3.587855)
H (0.373636, 0.324581, 1.220313)
C (2.375327, -6.173342, -3.171741)
H (-1.629977, 3.317681, 0.356912)
C (-6.124163, 2.634566, 0.060403)
H (-9.223413, 0.966077, 5.545038)
O (-3.837985, 2.984965, -2.623322)
H (8.062665, -4.697474, -4.681268)
H (2.637380, -3.338161, -0.439356)
O (4.146914, -5.081071, -4.268433)
H (7.391498, 1.586553, 0.893053)
H (3.581236, -0.950097, 4.979762)
C (-5.260560, 4.658732, -1.775283)
C (7.105185, -0.929074, -5.386224)
C (-6.396143, -6.672556, 3.627765)
C (3.446747, -4.060790, -2.259516)
O (-9.857394, 3.102090, 4.220503)
H (-6.344289, -5.675930, 0.273405)
C (4.163996, 1.447729, -4.789744)
C (-6.459515, -6.799459, 2.150297)
O (5.122908, 4.502982, -1.617603)
C (8.575880, 4.404311, -0.812980)
H (0.639717, -1.064328, 3.168201)
C (-4.403453, -1.089099, 2.084786)
O (-4.087817, -1.292525, 0.735862)
H (-2.170259, 2.175300, -1.487937)
H (5.260420, 2.384929, -0.110765)
O (-7.542730, 4.302844, 0.915783)
H (-6.860426, 0.307224, 5.990057)
H (2.124642, 0.546755, 1.020945)
C (0.863820, 2.975728, 1.996483)
C (8.592076, -2.854331, -5.744713)
H (-1.310654, 1.752180, 1.042575)
C (6.201007, 2.896884, -0.269314)
H (-0.475499, 2.269282, -1.852941)
C (-7.573515, 3.610338, 3.952919)
H (6.790443, 0.094411, -5.543221)
H (-5.979103, -3.466388, 1.366635)
C (6.161162, 4.111072, -1.121916)
C (-1.225272, 0.328163, -1.199951)
H (-6.152113, -5.378398, 5.287233)
C (8.617594, 3.189652, 0.039266)
H (-4.757051, 1.310996, -0.872720)
C (2.443953, 0.158404, -3.613734)
C (7.751972, -3.672155, -4.835197)
C (-6.295832, -5.561470, 1.348726)
C (-4.690303, 3.289701, -1.815480)
C (-6.101150, -4.381775, 1.932557)
C (6.675603, -3.155081, -4.250368)
H (1.833950, -0.749607, 4.997317)
H (1.424871, -1.696194, 1.735104)
C (-1.187518, 1.844852, -1.144727)
C (1.545102, -6.201127, -2.132344)
C (-5.115191, 0.003713, 2.539336)
H (2.544893, -2.373636, 4.660462)
C (-8.381870, 1.553381, 5.200073)
H (2.351170, -6.920922, -3.954366)
C (-7.120787, 1.201521, 5.438245)
C (-6.696532, 4.001650, 0.100244)
H (1.165314, 2.330756, -0.102849)
H (1.737482, -0.657287, -3.521711)
C (7.436387, 4.831763, -1.350455)
H (3.551487, 2.866510, -1.703473)
O (2.749908, -1.001238, 3.133357)
H (-1.146252, 0.022723, -2.247656)
H (8.810874, -0.865654, -6.639420)
C (7.340239, 2.469270, 0.268543)
H (3.149301, -0.343581, -5.541484)
H (-0.404641, -0.160529, -0.672860)
C (6.272539, -1.751911, -4.479378)
H (-4.876389, 5.361690, -2.503592)
O (-4.839420, 1.705634, 5.171875)
H (-7.828552, 4.502353, 3.398031)
H (0.529532, 3.946991, 0.135184)
C (-6.313097, 3.255945, 4.191854)
C (-6.038098, -4.256317, 3.409773)
O (0.840693, -5.184405, -0.130712)
H (0.419137, 1.409559, 3.414905)
H (1.755820, 3.606152, 2.064197)
H (0.796693, -6.973250, -2.007707)
H (9.518033, 4.914400, -0.967454)
H (-6.517073, -7.587712, 4.193107)
C (1.485096, -0.900936, 2.494133)
H (-6.165103, -0.151151, 2.786288)
C (1.323607, 0.417347, 1.748428)
C (3.500162, 2.203173, -2.553931)
H (0.065008, 3.478035, 2.547147)
C (4.254981, 2.376126, -3.635862)
H (-6.502420, 1.931096, 0.791440)
H (-4.681613, 0.981445, 2.737168)
C (3.200067, 0.326100, -4.693401)
H (4.962457, 3.189104, -3.725860)
C (2.615670, -4.088508, -1.220230)
O (9.654959, 2.801995, 0.529720)
C (8.184001, -1.443594, -5.972542)
O (9.574022, -3.318247, -6.282499)

Atoms 1-2, force components in eV/Å:
0.003 0.016 0.011
-0.014 -0.058 0.040

Output
**Energy above the lowest of the compared OMol25 structures with the same formula, charge and spin**: 25.7 kcal/mol
**Total charge**: 0
**Frontier orbital gap**: 0.2217 Eh
**E_LUMO**: -0.0664 Ha

DFT (the ωB97M-V functional and the def2-TZVPD basis) results for the molecule C5H7BN2O.

CARTESIAN COORDINATES (ANGSTROEM)
N (1.718426, 1.893578, 0.102580)
B (1.189283, 0.616218, 0.041037)
N (-4.013314, -0.023695, 0.276750)
H (-1.048154, -1.746485, 0.372321)
H (-0.380089, -1.394271, -1.326110)
C (-0.244479, -1.203836, -0.228280)
O (1.926757, -0.504996, 0.285443)
C (-2.916446, 0.328142, 0.219001)
H (1.494509, -2.323663, -0.585428)
C (-0.284768, 0.255344, -0.128570)
C (-1.774047, 0.952655, -0.081535)
H (1.099709, 2.613913, -0.296784)
H (2.711389, 2.177138, 0.282048)
H (1.245333, -2.104362, 0.994281)
C (1.157828, -1.624112, 0.089035)
H (-1.881941, 2.088433, -0.015791)

Atoms 1-2, force components in eV/Å:
0.794 1.802 -0.419
1.024 1.239 0.443

Output
**Energy above the lowest of the compared OMol25 structures with the same formula, charge and spin**: 43.2 kcal/mol
**Total charge**: 0
**Frontier orbital gap (alpha / beta)**: 0.2999 / 0.2846 Eh
**E_LUMO (alpha / beta)**: -0.0300 / -0.0363 Ha